Record 1
# CH7OS2

A 3-piece molecular cluster, CH7OS2 overall in a non-equilibrium geometry (ωB97M-V/def2-TZVPD, the OMol25 dataset).

## Properties
Total charge: +1
Spin multiplicity: 1
Energy relative to the best compared isomer or geometry (same formula, charge and spin) in kcal/mol: 101.9
HOMO level in eV: -14.461
F_max in eV/Å: 2.5
Calculated total energy in Ha: -913.45925

The geometry in XYZ format:
```
11
CH7OS2, DFT ωB97M-V/def2-TZVPD
O -2.443 0.344 2.671
H 0.620 -0.496 0.010
H -0.188 -2.405 -0.119
H -1.457 0.144 2.572
C 2.036 0.882 -2.190
S 0.404 0.892 -1.244
S -0.169 -1.468 0.801
H 2.775 1.082 -1.380
H 2.067 1.841 -2.750
H 2.263 -0.102 -2.711
H -2.516 1.119 3.237
```

***

Record 2
# CH8BBrO2Sb

CH8BBrO2Sb as an isolated structure in a non-equilibrium geometry (ωB97M-V/def2-TZVPD, the OMol25 dataset).

## Properties
Total charge: -1
Spin multiplicity: 1
HOMO level in eV: -4.050
F_max in eV/Å: 1.1
Calculated total energy in Ha: -3032.51886

The geometry in XYZ format:
```
14
CH8BBrO2Sb, DFT ωB97M-V/def2-TZVPD
C 2.159 0.025 -0.258
B 0.772 -0.534 0.178
O 0.671 -1.832 0.552
Sb -1.136 0.661 0.339
O -1.937 -0.708 -1.037
Br -0.359 2.204 -1.732
H 2.096 0.431 -1.269
H 2.914 -0.765 -0.231
H 2.485 0.842 0.393
H -0.169 -2.191 0.224
H -2.628 1.502 0.306
H -0.438 1.813 1.501
H -1.702 -0.341 1.688
H -2.726 -1.107 -0.655
```

***

Record 3
# CH8Ba3O7

CH8Ba3O7 as an isolated structure in a non-equilibrium geometry (ωB97M-V/def2-TZVPD, the OMol25 dataset).

## Properties
Total charge: +4
Spin multiplicity: 1
Energy relative to the best compared isomer or geometry (same formula, charge and spin) in kcal/mol: 195.1
HOMO level in eV: -16.876
F_max in eV/Å: 9.0
Calculated total energy in Ha: -644.51925

The geometry in XYZ format:
```
19
CH8Ba3O7, DFT ωB97M-V/def2-TZVPD
Ba 1.182 -2.949 3.229
Ba 0.558 4.479 1.985
Ba -4.870 -0.193 2.850
C -0.789 0.293 1.121
O -1.564 1.201 1.073
O -1.281 -0.855 1.146
O 0.424 0.469 1.120
O -3.454 3.282 -2.036
H -3.215 2.535 -1.487
H -2.760 3.923 -1.884
O -1.620 -4.754 -1.529
H -2.413 -5.211 -1.807
H -1.938 -4.012 -1.014
O 2.513 1.536 -2.369
H 2.216 1.257 -1.503
H 3.364 1.113 -2.479
O 4.389 -1.056 1.253
H 5.311 -0.811 1.332
H 3.947 -0.246 1.000
```

***

Record 4
# CH8N2O2

A 3-piece molecular cluster, CH8N2O2 overall in a non-equilibrium geometry (ωB97M-V/def2-TZVPD, the OMol25 dataset).

## Properties
Spin multiplicity: 1
Energy relative to the best compared isomer or geometry (same formula, charge and spin) in kcal/mol: 14.7
SMILES: [H]/N=C/N.O.O
HOMO level in eV: -9.227
F_max in eV/Å: 1.0
Calculated total energy in Ha: -302.87391

The geometry in XYZ format:
```
13
CH8N2O2, DFT ωB97M-V/def2-TZVPD
N 0.169 -3.650 0.655
C 1.510 -3.308 0.626
N 1.847 -2.173 0.178
H -0.398 -3.079 0.054
H -0.098 -4.602 0.803
H 2.133 -4.108 1.033
H 2.843 -2.008 0.198
H -1.870 3.410 -1.581
H -3.135 3.544 -0.832
O -2.689 2.916 -1.421
H 0.355 4.310 0.884
H -0.814 5.056 0.231
O -0.124 4.405 0.054
```

***

no.,LUMO level (eV),molar mass (u)
1,-9.655,99.20
2,3.390,264.55
3,-12.516,544.05
4,0.695,80.09